Entry 1:
One molecule with the formula C6H5NS in a non-equilibrium geometry. Source: OMol25; level of theory: ωB97M-V/def2-TZVPD.

Lowest unoccupied orbital energy = -0.06 eV
HOMO = -0.318 hartree
Energy above the lowest of the compared OMol25 structures with the same formula, charge and spin = 151.1 kJ/mol
Structure (SMILES) = C#C/C(C#N)=C/SC
Calculated total energy = -18625.48090 eV
HOMO-LUMO gap = 8.594 eV
Spin multiplicity = 1

Each line ends with the natural charge from an NBO analysis.
Element x y z (Å)
C (3.097, -1.626, 0.004)  -0.18
C (2.118, -0.912, 0.002)  -0.03
C (0.975, -0.063, -0.007)  -0.28
C (1.181, 1.361, -0.002)  0.27
N (1.328, 2.512, 0.002)  -0.29
C (-0.288, -0.566, -0.001)  -0.25
S (-1.730, 0.388, 0.003)  0.34
C (-2.978, -0.917, -0.002)  -0.75
H (3.944, -2.246, -0.016)  0.24
H (-0.410, -1.664, -0.001)  0.24
H (-2.905, -1.535, -0.881)  0.22
H (-3.956, -0.445, -0.024)  0.24
H (-2.917, -1.562, 0.898)  0.23

=====

Entry 2:
An isolated ion of composition C6H5O4 and charge -1 in a non-equilibrium geometry. Source: OMol25; level of theory: ωB97M-V/def2-TZVPD.

Lowest unoccupied orbital energy = 3.78 eV
HOMO = -0.139 hartree
Energy above the lowest of the compared OMol25 structures with the same formula, charge and spin = 34.3 kJ/mol
Structure (SMILES) = COc1coc([O-])cc1=O
Calculated total energy = -14492.45418 eV
Net charge = -1
HOMO-LUMO gap = 7.557 eV
Spin multiplicity = 1

Each line ends with the natural charge from an NBO analysis.
Element x y z (Å)
C (0.518, -0.359, -2.434)  -0.26
O (0.936, -1.139, -1.337)  -0.55
C (0.325, -0.606, -0.168)  0.11
C (-0.225, -1.401, 0.732)  0.05
O (-0.927, -1.033, 1.813)  -0.50
C (-0.835, 0.268, 2.288)  0.73
O (-1.373, 0.554, 3.373)  -0.69
C (-0.202, 1.328, 1.472)  -0.61
C (0.393, 1.100, 0.225)  0.49
O (0.954, 1.887, -0.522)  -0.70
H (1.057, 0.661, -2.526)  0.21
H (-0.554, -0.028, -2.207)  0.17
H (0.528, -1.028, -3.226)  0.17
H (-0.147, -2.533, 0.752)  0.17
H (-0.449, 2.328, 1.765)  0.22

=====

Entry 3:
An isolated ion of composition C6H5O5 and charge -1 in a non-equilibrium geometry. Source: OMol25; level of theory: ωB97M-V/def2-TZVPD.

⟨S²⟩ = 2.011
Lowest unoccupied orbital energy (spin up / spin down) = 3.38 / 2.82 eV
HOMO (spin up / spin down) = -0.118 / -0.172 hartree
Calculated total energy = -16538.09443 eV
Net charge = -1
HOMO-LUMO gap (spin up / spin down) = 6.607 / 7.491 eV
Spin multiplicity = 3

Each line ends with the natural charge from an NBO analysis.
Element x y z (Å)
C (2.202, -1.284, 0.192)  0.59
C (4.106, 0.719, 0.144)  0.74
C (0.631, 0.544, -1.354)  0.11
C (-0.003, -0.736, -0.826)  0.03
C (2.732, -0.005, -0.112)  0.21
C (-0.931, -0.565, 0.353)  -0.63
O (4.880, 0.562, -0.735)  -0.68
O (2.729, -2.170, 0.818)  -0.57
O (4.150, 1.150, 1.295)  -0.72
O (1.132, -1.608, -0.630)  -0.55
O (1.864, 0.820, -0.822)  -0.51
H (0.141, 1.322, -1.892)  0.16
H (-0.572, -1.151, -1.765)  0.18
H (-1.783, 0.039, -0.018)  0.21
H (-0.401, -0.072, 1.146)  0.22
H (-1.273, -1.610, 0.677)  0.21

=====

Entry 4:
One molecule with the formula C6H6. Source: OMol25; level of theory: ωB97M-V/def2-TZVPD.

Lowest unoccupied orbital energy = 0.97 eV
HOMO = -0.368 hartree
Energy above the lowest of the compared OMol25 structures with the same formula, charge and spin = 356.5 kJ/mol
Structure (SMILES) = C#CCCC#C
Calculated total energy = -6315.50499 eV
HOMO-LUMO gap = 10.989 eV
Spin multiplicity = 1

Each line ends with the natural charge from an NBO analysis.
Element x y z (Å)
C (-1.256, -2.464, 1.218)  -0.24
C (-0.478, -1.630, 0.832)  -0.01
C (0.423, -0.590, 0.329)  -0.46
C (-0.372, 0.615, -0.210)  -0.46
C (0.490, 1.619, -0.838)  -0.01
C (1.203, 2.431, -1.370)  -0.24
H (-1.941, -3.209, 1.560)  0.24
H (1.051, -0.999, -0.470)  0.24
H (1.100, -0.260, 1.125)  0.24
H (-1.108, 0.261, -0.940)  0.24
H (-0.939, 1.069, 0.611)  0.24
H (1.825, 3.156, -1.848)  0.24

=====

Entry 5:
One molecule with the formula C6H6. Source: OMol25; level of theory: ωB97M-V/def2-TZVPD.

Lowest unoccupied orbital energy = 0.98 eV
HOMO = -0.340 hartree
Energy above the lowest of the compared OMol25 structures with the same formula, charge and spin = 347.8 kJ/mol
Structure (SMILES) = C#CC#CCC
Calculated total energy = -6315.59592 eV
HOMO-LUMO gap = 10.232 eV
Spin multiplicity = 1

Each line ends with the natural charge from an NBO analysis.
Element x y z (Å)
C (-3.562, -0.271, -1.302)  -0.18
C (-2.373, -0.433, -1.187)  -0.08
C (-1.008, -0.425, -0.976)  -0.12
C (0.138, -0.163, -0.697)  0.10
C (1.398, 0.343, -0.156)  -0.48
C (1.574, -0.114, 1.297)  -0.59
H (-4.599, -0.036, -1.374)  0.24
H (2.255, 0.057, -0.774)  0.23
H (1.330, 1.438, -0.196)  0.23
H (2.470, 0.330, 1.739)  0.21
H (0.705, 0.187, 1.890)  0.21
H (1.656, -1.204, 1.350)  0.21

=====

Entry 6:
One molecule with the formula C6H6 in a non-equilibrium geometry. Source: OMol25; level of theory: ωB97M-V/def2-TZVPD.

Lowest unoccupied orbital energy = -0.18 eV
HOMO = -0.320 hartree
Energy above the lowest of the compared OMol25 structures with the same formula, charge and spin = 641.6 kJ/mol
Calculated total energy = -6312.55002 eV
HOMO-LUMO gap = 8.532 eV
Spin multiplicity = 1

Each line ends with the natural charge from an NBO analysis.
Element x y z (Å)
C (-1.479, 0.649, 0.283)  -0.59
C (-0.710, -0.659, 0.056)  -0.45
C (0.701, -0.363, -0.385)  0.09
C (1.485, -0.176, -1.506)  -0.15
C (2.338, 0.872, -0.797)  0.06
C (1.980, -0.063, 0.204)  -0.29
H (-2.499, 0.453, 0.630)  0.22
H (-0.970, 1.260, 1.033)  0.21
H (-1.535, 1.220, -0.648)  0.22
H (-1.237, -1.273, -0.689)  0.24
H (-0.688, -1.250, 0.982)  0.23
H (2.615, -0.670, 0.836)  0.22

=====

Entry 7:
One molecule with the formula C6H6 in a non-equilibrium geometry. Source: OMol25; level of theory: ωB97M-V/def2-TZVPD.

Lowest unoccupied orbital energy = 1.06 eV
HOMO = -0.301 hartree
Energy above the lowest of the compared OMol25 structures with the same formula, charge and spin = 505.9 kJ/mol
Structure (SMILES) = C1=CC2=C(C1)C2
Calculated total energy = -6313.95642 eV
HOMO-LUMO gap = 9.254 eV
Spin multiplicity = 1

Each line ends with the natural charge from an NBO analysis.
Element x y z (Å)
C (-1.439, -0.356, 0.073)  -0.17
C (-0.494, -1.315, 0.008)  -0.24
C (0.777, -0.725, -0.236)  -0.11
C (0.711, 0.628, -0.222)  0.00
C (-0.856, 1.041, -0.032)  -0.45
C (2.044, -0.022, 0.044)  -0.36
H (-2.567, -0.422, 0.053)  0.21
H (-0.766, -2.425, 0.048)  0.22
H (-1.333, 1.620, -0.845)  0.25
H (-1.118, 1.605, 0.757)  0.23
H (2.362, 0.144, 1.131)  0.19
H (2.678, 0.228, -0.779)  0.22

=====

Entry 8:
One molecule with the formula C6H6. Source: OMol25; level of theory: ωB97M-V/def2-TZVPD.

Lowest unoccupied orbital energy = 0.94 eV
HOMO = -0.352 hartree
Energy above the lowest of the compared OMol25 structures with the same formula, charge and spin = 597.8 kJ/mol
Calculated total energy = -6313.00457 eV
HOMO-LUMO gap = 10.515 eV
Spin multiplicity = 1

Each line ends with the natural charge from an NBO analysis.
Element x y z (Å)
C (-2.475, 0.825, 0.219)  -0.68
C (-1.165, 0.205, 0.014)  0.04
C (-0.083, -0.293, -0.164)  -0.05
C (1.227, -0.893, -0.374)  -0.45
C (2.267, 0.320, -1.007)  -0.08
C (2.759, 0.054, 0.120)  -0.25
H (-2.366, 1.809, 0.686)  0.24
H (-2.995, 0.958, -0.734)  0.24
H (-3.105, 0.209, 0.869)  0.23
H (1.243, -1.587, -1.215)  0.27
H (1.481, -1.510, 0.505)  0.24
H (3.213, -0.097, 1.081)  0.25

=====

Entry 9:
One molecule with the formula C6H6. Source: OMol25; level of theory: ωB97M-V/def2-TZVPD.

Lowest unoccupied orbital energy = -0.08 eV
HOMO = -0.317 hartree
Energy above the lowest of the compared OMol25 structures with the same formula, charge and spin = 563.6 kJ/mol
Structure (SMILES) = C=C=C=C=CC
Calculated total energy = -6313.35877 eV
HOMO-LUMO gap = 8.529 eV
Spin multiplicity = 1

Each line ends with the natural charge from an NBO analysis.
Element x y z (Å)
C (-0.239, 1.582, 1.919)  -0.48
C (-1.181, 1.773, 1.027)  0.09
C (-1.368, 1.346, -0.173)  -0.09
C (-0.711, 0.516, -0.892)  0.04
C (0.362, -0.235, -1.064)  -0.26
C (0.380, -1.729, -0.913)  -0.64
H (0.510, 0.925, 1.419)  0.21
H (-0.113, 1.911, 2.935)  0.22
H (1.209, 0.250, -1.547)  0.22
H (1.356, -2.091, -0.576)  0.22
H (-0.392, -2.104, -0.231)  0.22
H (0.188, -2.145, -1.905)  0.22

=====

Entry 10:
One molecule with the formula C6H6. Source: OMol25; level of theory: ωB97M-V/def2-TZVPD.

Lowest unoccupied orbital energy (spin up / spin down) = -1.02 / -0.93 eV
HOMO (spin up / spin down) = -0.312 / -0.296 hartree
Energy above the lowest of the compared OMol25 structures with the same formula, charge and spin = 574.5 kJ/mol
Calculated total energy = -6313.24576 eV
HOMO-LUMO gap (spin up / spin down) = 7.471 / 7.124 eV
Spin multiplicity = 1

Each line ends with the natural charge from an NBO analysis.
Element x y z (Å)
C (1.332, 1.776, -1.579)  -0.69
C (0.412, 0.998, -0.755)  0.11
C (-0.319, 0.323, -0.068)  -0.10
C (-1.279, -0.368, 0.713)  -0.08
C (-1.115, -1.606, 1.266)  -0.39
C (0.164, -2.232, 1.142)  -0.11
H (1.520, 1.262, -2.527)  0.25
H (0.925, 2.768, -1.798)  0.24
H (2.294, 1.900, -1.069)  0.25
H (-2.201, 0.184, 0.906)  0.22
H (-1.964, -2.002, 1.832)  0.20
H (0.231, -3.002, 1.938)  0.11

=====

Entry 11:
One molecule with the formula C6H6 in a non-equilibrium geometry. Source: OMol25; level of theory: ωB97M-V/def2-TZVPD.

Lowest unoccupied orbital energy (spin up / spin down) = 0.06 / -0.15 eV
HOMO (spin up / spin down) = -0.308 / -0.294 hartree
Energy above the lowest of the compared OMol25 structures with the same formula, charge and spin = 705.1 kJ/mol
Calculated total energy = -6311.89259 eV
HOMO-LUMO gap (spin up / spin down) = 8.448 / 7.854 eV
Spin multiplicity = 1

Each line ends with the natural charge from an NBO analysis.
Element x y z (Å)
C (0.346, -0.693, -1.496)  -0.33
C (1.372, -0.630, -0.631)  0.04
C (-0.792, 0.122, -1.017)  -0.47
C (0.166, 0.012, 1.571)  -0.46
C (1.263, 0.541, 0.576)  -0.24
C (-0.073, 0.597, 0.219)  0.13
H (0.085, -1.326, -2.350)  0.22
H (-1.082, 0.937, -1.537)  0.21
H (-1.565, -0.510, -0.877)  0.22
H (0.260, -1.110, 1.862)  0.20
H (0.073, 0.486, 2.546)  0.22
H (2.101, 1.185, 0.679)  0.25

=====

Entry 12:
One molecule with the formula C6H6Br2 in a non-equilibrium geometry. Source: OMol25; level of theory: ωB97M-V/def2-TZVPD.

Lowest unoccupied orbital energy = -0.55 eV
HOMO = -0.310 hartree
Energy above the lowest of the compared OMol25 structures with the same formula, charge and spin = 326.5 kJ/mol
Calculated total energy = -146399.28226 eV
HOMO-LUMO gap = 7.897 eV
Spin multiplicity = 1

Each line ends with the natural charge from an NBO analysis.
Element x y z (Å)
C (1.466, 0.388, 0.229)  -0.42
C (0.736, -1.000, 0.172)  -0.38
C (0.384, 1.406, 0.469)  -0.20
C (-0.621, -0.579, -0.469)  -0.43
C (-1.599, -1.739, -0.531)  -0.09
C (-0.807, 0.899, 0.077)  -0.13
Br (-3.207, -1.514, 0.146)  0.21
Br (-2.203, 2.136, -0.027)  0.08
H (2.247, 0.445, 0.970)  0.23
H (1.715, 0.763, -0.912)  0.21
H (1.017, -1.805, -0.492)  0.23
H (0.736, -1.426, 1.140)  0.22
H (0.621, 2.370, 0.777)  0.22
H (-0.483, -0.344, -1.549)  0.26